No. 1
Formula: C44H38IrN5O3PSe
Source: OMol25
Level of theory: ωB97M-V/def2-TZVPD

Atoms and positions in Å:
Ir: -0.171 0.244 0.362
O: -0.513 -0.259 2.296
C: -1.313 0.389 3.078
C: -1.465 -0.147 4.384
C: -2.339 0.399 5.272
C: -3.128 1.535 4.934
C: -2.993 2.100 3.712
C: -2.077 1.585 2.737
C: -1.940 2.343 1.572
N: -1.114 2.048 0.574
N: -1.092 2.865 -0.464
C: -0.382 2.334 -1.495
O: 0.088 1.145 -1.468
C: -0.187 3.156 -2.682
C: -0.820 4.399 -2.798
C: -0.631 5.156 -3.939
C: 0.186 4.685 -4.958
C: 0.820 3.451 -4.846
C: 0.633 2.684 -3.713
H: -0.873 -1.020 4.626
H: -2.443 -0.042 6.255
H: -3.818 1.945 5.658
H: -3.568 2.978 3.447
H: -2.530 3.246 1.450
H: -1.454 4.753 -1.998
H: -1.121 6.115 -4.037
H: 0.332 5.283 -5.848
H: 1.458 3.095 -5.643
H: 1.119 1.723 -3.611
C: 2.824 1.359 3.313
C: 2.184 2.561 2.627
C: 0.907 2.982 3.329
C: 2.084 2.356 1.098
C: 3.461 2.635 0.485
O: 3.817 1.416 -0.178
C: 2.829 0.546 -0.054
N: 1.788 0.964 0.601
C: 3.170 -0.753 -0.684
C: 4.461 -0.862 -1.217
C: 4.909 -2.051 -1.762
C: 4.083 -3.165 -1.782
C: 2.802 -3.067 -1.270
C: 2.336 -1.872 -0.732
P: 0.643 -1.867 -0.121
C: -0.298 -2.542 -1.520
C: 0.007 -1.977 -2.763
C: -0.705 -2.340 -3.894
C: -1.736 -3.265 -3.800
C: -2.061 -3.811 -2.568
C: -1.349 -3.451 -1.431
C: 0.717 -2.966 1.313
C: 1.470 -2.458 2.375
C: 1.664 -3.209 3.519
C: 1.100 -4.476 3.621
C: 0.365 -4.992 2.565
C: 0.179 -4.245 1.408
H: 3.026 1.587 4.359
H: 3.771 1.067 2.852
H: 2.149 0.501 3.280
H: 2.868 3.412 2.715
H: 0.221 2.149 3.429
H: 0.403 3.797 2.805
H: 1.140 3.326 4.337
H: 1.326 3.016 0.672
H: 4.218 2.813 1.246
H: 3.480 3.445 -0.241
H: 5.125 -0.013 -1.196
H: 5.912 -2.108 -2.163
H: 4.431 -4.100 -2.200
H: 2.146 -3.929 -1.299
H: 0.806 -1.251 -2.851
H: -0.450 -1.905 -4.851
H: -2.285 -3.559 -4.684
H: -2.867 -4.528 -2.485
H: -1.644 -3.879 -0.483
H: 1.911 -1.471 2.304
H: 2.259 -2.811 4.331
H: 1.250 -5.066 4.515
H: -0.055 -5.987 2.630
H: -0.355 -4.695 0.584
Se: -2.868 -1.580 1.314
N: -2.096 -0.538 0.038
C: -2.893 -0.534 -1.023
C: -2.654 0.095 -2.282
C: -3.602 -0.004 -3.242
C: -4.836 -0.717 -3.051
C: -5.091 -1.358 -1.893
C: -4.114 -1.296 -0.847
N: -4.253 -1.915 0.305
H: -1.720 0.599 -2.476
H: -3.422 0.461 -4.203
H: -5.555 -0.742 -3.858
H: -5.998 -1.921 -1.720

Forces on the atoms, in the same order (eV/Å):
-0.0297 -0.0243 -0.1435
-0.0498 0.0837 0.0555
0.0335 0.0115 -0.0743
-0.0348 -0.0209 0.0314
0.0103 -0.0159 -0.0003
0.0064 -0.0070 0.0133
0.0148 0.0088 -0.0188
0.0336 -0.0165 -0.0209
0.0542 0.0068 -0.0243
-0.0197 -0.0975 0.0166
0.0060 -0.0316 -0.0584
0.1193 0.1195 0.1318
0.0703 -0.0917 0.0021
-0.0505 -0.0382 0.0037
0.0140 0.0143 -0.0005
-0.0030 0.0016 0.0120
-0.0007 0.0053 0.0008
0.0097 -0.0016 0.0014
-0.0026 -0.0103 -0.0238
-0.0009 0.0057 0.0004
0.0017 0.0046 0.0001
-0.0013 -0.0040 -0.0004
0.0028 0.0002 0.0007
0.0108 0.0163 0.0178
-0.0062 -0.0004 -0.0030
0.0018 -0.0004 0.0018
-0.0003 -0.0007 0.0015
-0.0033 -0.0004 0.0002
0.0004 -0.0002 -0.0019
0.0412 0.0078 -0.0004
0.0464 -0.1041 -0.0690
-0.0403 0.0131 -0.0072
-0.0224 -0.0184 -0.0590
-0.0283 0.0477 0.0204
0.0006 -0.0283 0.0130
0.0619 0.0489 -0.0694
-0.0429 0.1322 0.1761
0.0063 -0.0063 -0.0318
0.0324 -0.0087 0.0081
-0.0039 -0.0067 0.0121
-0.0200 0.0134 0.0009
0.0087 -0.0090 -0.0099
-0.0250 0.0838 0.0406
-0.2242 -0.0446 0.0121
0.0511 0.0871 -0.0388
-0.0082 -0.0821 0.0025
0.0363 -0.0196 0.0043
-0.0024 0.0096 -0.0073
-0.0103 -0.0038 0.0039
-0.1167 0.0290 0.0814
0.0350 0.0078 -0.0356
-0.0287 -0.0024 0.0458
-0.0099 -0.0131 0.0082
0.0128 0.0106 -0.0078
0.0026 0.0105 -0.0053
0.0218 -0.1022 -0.0346
0.0119 -0.0023 -0.0046
-0.0162 -0.0033 -0.0088
-0.0175 -0.0048 0.0132
0.0049 -0.0124 0.0313
-0.0426 -0.0428 0.0372
-0.0162 -0.0035 -0.0055
-0.0048 0.0148 -0.0105
0.0273 0.0519 0.0956
0.0084 0.0464 -0.0195
-0.0294 -0.0282 -0.0519
-0.0042 0.0001 -0.0020
-0.0028 0.0019 -0.0042
-0.0013 -0.0004 0.0059
-0.0038 -0.0049 0.0042
0.0316 -0.0011 0.0063
-0.0005 0.0002 0.0011
-0.0013 0.0037 0.0039
0.0017 0.0028 -0.0021
-0.0222 0.0718 -0.0560
-0.0040 0.0068 -0.0101
-0.0012 -0.0057 0.0003
-0.0026 0.0018 0.0002
0.0017 0.0006 0.0051
0.0696 0.0122 0.0585
0.0931 -0.0783 0.0393
0.1400 0.0467 0.0631
0.0031 -0.0132 -0.0717
0.0388 0.0462 -0.0156
-0.0710 -0.0295 -0.0344
0.0319 0.0350 -0.0255
0.0139 -0.0296 0.0135
-0.0151 -0.0330 0.0115
-0.0413 0.0587 -0.0365
-0.1312 -0.0916 -0.0097
-0.0176 0.0061 0.0025
0.0103 -0.0009 -0.0042
-0.0024 0.0094 0.0058

Properties
- <S²> = 0.80
- 2S+1 = 2
- relative energy (zero: lowest compared OMol25 entry of this formula, charge and spin) (eV) = 0.000
- charge = +2
- gap between HOMO and LUMO (alpha / beta) (eV) = 7.4 / 5.6
- lowest unoccupied orbital energy (alpha / beta) (eV) = -6.1 / -8.1

---

No. 2
Formula: C44H38MnN7OP2Se4
Source: OMol25
Level of theory: ωB97M-V/def2-TZVPD

Atoms and positions in Å:
Mn: 0.172 -0.037 -0.023
Se: 3.401 -0.441 2.229
Se: 2.239 1.495 2.619
C: 0.549 0.629 2.988
C: 0.005 0.806 4.250
C: -1.088 0.045 4.628
C: -1.575 -0.895 3.732
C: -1.006 -0.982 2.481
N: 0.024 -0.211 2.080
C: 3.704 -0.297 0.324
C: 5.026 -0.448 -0.072
C: 5.334 -0.389 -1.421
C: 4.302 -0.155 -2.313
C: 3.017 -0.011 -1.823
N: 2.692 -0.089 -0.524
H: 0.466 1.511 4.927
H: -1.520 0.147 5.615
H: -2.389 -1.555 3.997
H: -1.382 -1.704 1.769
H: 5.789 -0.597 0.679
H: 6.354 -0.502 -1.763
H: 4.470 -0.087 -3.379
H: 2.217 0.170 -2.526
Se: 0.635 3.728 -5.623
P: 0.344 1.628 -5.695
C: 1.720 0.769 -6.528
C: 2.697 1.552 -7.136
C: 3.732 0.951 -7.837
C: 3.792 -0.430 -7.939
C: 2.814 -1.214 -7.342
C: 1.775 -0.623 -6.641
C: -1.193 1.148 -6.534
C: -1.855 2.084 -7.320
C: -2.990 1.709 -8.024
C: -3.459 0.406 -7.945
C: -2.804 -0.525 -7.150
C: -1.672 -0.159 -6.440
C: 0.210 0.898 -4.031
C: 0.063 1.398 -2.735
N: 0.078 0.292 -1.925
N: 0.250 -0.793 -2.667
N: 0.315 -0.447 -3.914
P: -0.291 2.959 -1.910
Se: -0.133 2.471 0.204
C: 0.931 4.222 -2.259
C: 0.549 5.509 -2.617
C: 1.531 6.448 -2.887
C: 2.872 6.104 -2.789
C: 3.245 4.824 -2.396
C: 2.273 3.881 -2.119
C: -1.950 3.520 -2.330
C: -2.429 3.403 -3.633
C: -3.693 3.879 -3.938
C: -4.474 4.467 -2.953
C: -3.995 4.582 -1.655
C: -2.734 4.107 -1.337
H: 2.649 2.630 -7.060
H: 4.487 1.564 -8.311
H: 4.595 -0.898 -8.495
H: 2.854 -2.292 -7.433
H: 1.022 -1.242 -6.184
H: -1.481 3.099 -7.381
H: -3.502 2.436 -8.640
H: -4.336 0.114 -8.507
H: -3.173 -1.541 -7.090
H: -1.168 -0.883 -5.813
H: -0.499 5.766 -2.707
H: 1.249 7.450 -3.182
H: 3.633 6.838 -3.015
H: 4.291 4.564 -2.300
H: 2.547 2.881 -1.800
H: -1.818 2.961 -4.407
H: -4.063 3.793 -4.952
H: -5.461 4.837 -3.196
H: -4.601 5.042 -0.886
H: -2.355 4.189 -0.326
C: -4.336 -0.301 0.818
C: -3.117 -0.768 0.073
O: -2.124 -0.045 -0.081
N: -3.158 -2.011 -0.424
C: -2.138 -2.517 -1.333
C: -0.938 -3.129 -0.647
C: -0.850 -4.510 -0.540
C: 0.257 -5.090 0.058
C: 1.259 -4.261 0.531
C: 1.102 -2.896 0.393
N: 0.033 -2.326 -0.178
H: -4.152 0.689 1.226
H: -4.587 -0.989 1.626
H: -5.188 -0.255 0.139
H: -3.974 -2.578 -0.257
H: -1.793 -1.694 -1.950
H: -2.602 -3.262 -1.973
H: -1.646 -5.122 -0.941
H: 0.336 -6.165 0.147
H: 2.152 -4.656 0.995
H: 1.870 -2.226 0.759

Forces on the atoms, in the same order (eV/Å):
-0.2314 -0.4173 0.4518
0.2765 -0.1936 -0.1393
-0.2892 0.1374 0.0163
0.3375 0.0672 -0.0350
-0.0375 0.0012 -0.0423
0.0154 -0.0433 -0.0967
-0.0117 0.0141 0.1122
-0.0430 -0.0793 0.0335
-0.3194 0.1062 0.1485
0.0335 0.0733 0.1275
-0.0648 -0.0265 0.1158
-0.0789 0.0191 -0.0827
0.1075 -0.0234 0.0499
-0.0655 0.1075 -0.1592
-0.1313 -0.1665 0.0963
0.0172 -0.0445 0.0350
-0.0013 0.0354 -0.0061
0.0093 -0.0046 -0.0153
0.0542 0.0568 -0.0345
0.0395 0.0201 -0.0405
0.0052 -0.0146 0.0165
0.0102 0.0121 0.0087
0.2357 0.0169 0.1363
-0.0960 -0.3909 0.1368
0.2269 0.7580 -0.3475
-0.1797 -0.0511 0.1489
0.0637 0.0355 0.0491
0.0293 -0.0703 -0.0259
0.0364 0.0567 -0.0356
-0.0639 -0.0612 0.0366
0.0841 0.0880 -0.0618
0.1544 -0.1249 0.2159
-0.0281 0.0189 -0.0283
-0.0113 -0.0214 0.0008
-0.0444 0.0401 -0.0406
0.0262 -0.0537 0.0345
-0.1007 0.0358 -0.0382
0.0990 -0.0473 0.3278
-0.1526 -0.2549 0.0173
-0.0733 0.7296 -0.8750
-0.2828 -0.1562 -0.0464
0.0567 -0.0944 -0.1988
-0.0961 0.2768 -0.9374
0.2558 -0.4803 0.3440
-0.1021 -0.2052 0.2509
-0.1099 -0.0666 0.0020
0.0227 0.0847 -0.0137
-0.0276 0.0014 -0.0092
0.0346 -0.0650 0.0409
-0.0153 -0.0009 -0.0287
0.1444 -0.0990 0.1682
0.0151 -0.1008 0.0141
-0.0435 0.0252 -0.0041
0.0123 -0.0058 -0.0128
-0.0039 0.0228 0.0709
0.0952 -0.0020 -0.0408
-0.0225 -0.0156 0.0117
-0.0117 0.0108 0.0028
-0.0049 -0.0001 0.0099
-0.0099 0.0085 0.0076
-0.0554 -0.0615 0.0370
0.0339 -0.0197 0.0106
0.0022 -0.0125 -0.0096
-0.0022 -0.0003 0.0169
-0.0016 0.0083 -0.0028
-0.0169 -0.0198 -0.0360
0.0182 0.0123 -0.0472
0.0010 -0.0071 0.0052
-0.0075 0.0058 0.0094
-0.0039 0.0176 -0.0256
0.0642 -0.0039 -0.0190
-0.0355 0.0380 -0.0191
-0.0007 -0.0174 0.0061
0.0052 0.0062 -0.0052
-0.0120 0.0058 -0.0203
-0.0778 0.0209 0.0155
0.0409 0.0702 -0.0475
-0.1681 0.0459 0.0536
0.1615 -0.0991 0.0643
0.1037 -0.1515 0.0226
0.2057 0.1330 0.0967
-0.1611 -0.0441 -0.1067
0.0725 0.0670 0.0092
-0.0031 0.0256 0.0043
-0.0117 -0.0245 -0.0297
0.0753 -0.0451 0.0100
0.2125 0.5046 0.2935
0.0175 -0.0089 0.0054
0.0008 -0.0173 -0.0094
-0.0088 0.0004 0.0153
-0.0695 0.0572 -0.0078
-0.0440 0.0463 -0.1256
0.0039 0.0015 -0.0212
-0.0006 -0.0035 0.0066
0.0035 0.0040 -0.0081
-0.0076 0.0018 0.0083
-0.0785 -0.0151 0.0078

Properties
- <S²> = 6.27
- 2S+1 = 5
- charge = +2
- gap between HOMO and LUMO (alpha / beta) (eV) = 4.5 / 6.3
- lowest unoccupied orbital energy (alpha / beta) (eV) = -7.6 / -5.8